1.
The following is a DFT calculation (ωB97M-V with the def2-TZVPD basis set) of C38H41FeN6P2STe as an isolated structure.

Cartesian coordinates (Å):
Fe: 0.08563 0.58694 1.71271
N: -0.77436 2.43417 1.19060
C: -1.60359 3.06180 2.23499
C: -2.22167 1.94940 3.06654
N: -1.15245 1.04276 3.49212
C: -0.31687 1.55915 4.58881
C: 0.97504 2.14992 4.04251
N: 1.51421 1.14401 3.12534
H: -0.12058 3.09618 0.77917
H: -1.39241 2.17691 0.42412
H: -2.37314 3.70893 1.80815
H: -0.97517 3.69253 2.86113
H: -2.91656 1.37159 2.45752
H: -2.78021 2.36375 3.91257
H: -1.52381 0.12994 3.74287
H: -0.07875 0.72253 5.25151
H: -0.85397 2.29922 5.18901
H: 1.65974 2.42376 4.84900
H: 0.77658 3.04806 3.46167
H: 1.73925 0.30277 3.64797
H: 2.36734 1.44702 2.66743
Te: 1.37234 -2.31642 -1.10540
C: 1.64475 -2.44828 -3.19095
C: 2.71475 -3.15255 -3.72370
C: 2.86101 -3.20121 -5.10438
N: 2.03937 -2.59921 -5.95911
C: 1.01460 -1.92813 -5.43443
C: 0.77138 -1.82726 -4.07366
C: 0.49231 -0.42411 -1.01199
P: 1.59802 0.79309 -0.20271
C: 3.27668 0.43927 -0.81296
C: 3.47447 0.21932 -2.17453
C: 4.75381 0.03819 -2.66925
C: 5.84774 0.08435 -1.81193
C: 5.65795 0.31427 -0.45862
C: 4.37282 0.49477 0.03792
C: 1.40770 2.43701 -1.00103
C: 1.84260 3.56183 -0.29651
C: 1.77178 4.82668 -0.86118
C: 1.26331 4.98243 -2.14478
C: 0.84546 3.86915 -2.85936
C: 0.92473 2.60437 -2.29118
P: -1.07832 -0.39112 -0.12872
C: -1.91817 -1.99728 -0.41038
C: -2.53092 -2.24937 -1.63662
C: -3.11295 -3.48146 -1.90347
C: -3.11662 -4.47690 -0.94067
C: -2.53627 -4.22879 0.29481
C: -1.94416 -3.00385 0.55106
C: -2.23409 0.68961 -1.06827
C: -3.39060 1.16992 -0.45325
C: -4.29824 1.95342 -1.15162
C: -4.06145 2.25828 -2.48510
C: -2.92679 1.76610 -3.11536
C: -2.02096 0.98754 -2.40991
H: 3.44308 -3.64212 -3.08855
H: 3.69378 -3.74312 -5.54069
H: 0.34806 -1.44644 -6.14285
H: -0.07742 -1.26189 -3.70724
H: 2.62178 0.17449 -2.84087
H: 4.89807 -0.14412 -3.72652
H: 6.84715 -0.05783 -2.20181
H: 6.50685 0.35173 0.21163
H: 4.23049 0.66269 1.09997
H: 2.25067 3.44670 0.70504
H: 2.11843 5.68871 -0.30563
H: 1.20586 5.96745 -2.58875
H: 0.46533 3.98351 -3.86655
H: 0.62731 1.73215 -2.85593
H: -2.55483 -1.49056 -2.40523
H: -3.56835 -3.65723 -2.86928
H: -3.56979 -5.43701 -1.14939
H: -2.53415 -4.99934 1.05635
H: -1.47579 -2.83225 1.50415
H: -3.59859 0.90477 0.57845
H: -5.19291 2.31604 -0.66205
H: -4.76497 2.86961 -3.03484
H: -2.75097 1.98574 -4.16083
H: -1.13887 0.58206 -2.89072
S: 0.73401 -1.68411 2.58369
C: -0.39873 -2.50331 3.50246
N: -0.13133 -3.82302 3.77723
C: -0.95318 -4.62786 4.47662
C: -2.13100 -4.12879 4.93918
C: -2.38190 -2.77968 4.63815
N: -1.56889 -1.99903 3.96288
H: 0.73957 -4.18176 3.40412
H: -0.62028 -5.64571 4.62279
H: -2.82536 -4.73359 5.49863
H: -3.30537 -2.32184 4.97791

Output
E_LUMO (alpha / beta), eV: -3.5 / -3.5
Charge: +1
HOMO energy (alpha / beta), hartree: -0.3183 / -0.3199
2S+1: 1

---

2.
The following is a DFT calculation (ωB97M-V with the def2-TZVPD basis set) of a 11-piece molecular cluster, C45H72BO34 overall.

Cartesian coordinates (Å):
C: 0.07993 -8.37204 4.05104
C: -0.01688 -6.93305 3.53832
C: 0.72661 -6.68596 2.22194
O: 0.81315 -5.29252 2.00963
C: 2.00939 -4.66043 2.51394
C: 1.77544 -3.23382 2.98391
O: 3.03314 -2.45925 2.58279
B: 2.99940 -1.27835 3.29404
O: 2.43227 -0.09951 2.85283
O: 3.62504 -1.18997 4.55169
H: 1.11876 -8.61933 4.31523
H: -0.52027 -8.50578 4.96403
H: -0.28943 -9.10693 3.32064
H: 0.42598 -6.24605 4.26765
H: -1.06638 -6.65959 3.37193
H: 1.70956 -7.18606 2.22679
H: 0.15962 -7.11016 1.37541
H: 2.41953 -5.31155 3.31594
H: 2.75973 -4.63309 1.71187
H: 1.81068 -3.28162 4.08998
H: 1.89915 -0.21977 2.05738
H: 4.25772 -1.90713 4.58793
C: 5.11589 3.80600 0.57891
C: 4.33700 2.74683 -0.15357
C: 3.43690 3.25673 -1.25918
O: 2.37223 2.29369 -1.25064
C: 2.30965 1.76088 -0.00956
O: 1.42525 1.05744 0.37895
O: 3.37521 2.12624 0.72161
H: 5.69982 4.40121 -0.12360
H: 4.43700 4.46715 1.11713
H: 5.79372 3.36001 1.30641
H: 4.99457 1.95868 -0.52961
H: 3.91076 3.26730 -2.23726
H: 3.02635 4.24466 -1.03738
C: -1.23298 -1.05139 3.06686
C: -0.88996 -1.58496 4.43356
C: 0.59468 -1.72435 4.70759
O: 0.62803 -2.83823 5.61242
C: -0.44515 -3.60887 5.35085
O: -0.56428 -4.74133 5.70423
O: -1.33111 -2.94802 4.57370
H: -0.73805 -0.09236 2.90570
H: -0.89585 -1.75743 2.30625
H: -2.30829 -0.91161 2.95969
H: -1.37947 -1.00021 5.22048
H: 1.04025 -0.85094 5.17888
H: 1.15391 -1.99906 3.80726
C: 3.33008 -4.07710 -1.42460
C: 3.77870 -2.64299 -1.38015
C: 2.73301 -1.64588 -1.82237
O: 3.54525 -0.59823 -2.39627
C: 4.70148 -1.15179 -2.81363
O: 5.50708 -0.59578 -3.50001
O: 4.82614 -2.40922 -2.35418
H: 2.42331 -4.19797 -0.83751
H: 3.13334 -4.37464 -2.45728
H: 4.09361 -4.74043 -1.02006
H: 4.16974 -2.37872 -0.39515
H: 2.13023 -1.25790 -1.00474
H: 2.08013 -2.03914 -2.60551
C: 4.00507 7.48724 3.85223
C: 3.73674 8.04988 2.48011
C: 2.28437 8.34100 2.17173
O: 2.22617 8.14668 0.75009
C: 3.21304 7.28422 0.40987
O: 3.32388 6.77982 -0.66480
O: 4.04805 7.08507 1.44731
H: 3.60260 8.15571 4.61370
H: 3.54694 6.50319 3.96102
H: 5.07517 7.37772 4.02264
H: 4.34983 8.92794 2.29255
H: 1.98579 9.35729 2.41600
H: 1.60748 7.62976 2.65087
C: -0.67584 2.43768 -2.26017
C: -2.05495 2.76070 -1.75852
C: -2.46904 2.10772 -0.45512
O: -3.90199 2.00739 -0.61458
C: -4.16165 1.94295 -1.93182
O: -5.22243 1.64858 -2.40544
O: -3.07080 2.24344 -2.65461
H: 0.06705 2.66318 -1.50069
H: -0.59043 1.38547 -2.53105
H: -0.44882 3.02200 -3.15210
H: -2.19974 3.84361 -1.69622
H: -2.24322 2.70119 0.42576
H: -2.05271 1.10605 -0.33698
C: -5.06221 2.27963 -5.59164
C: -5.52163 3.19530 -6.69405
C: -7.01190 3.46363 -6.72950
O: -7.25674 3.69340 -8.12305
C: -6.29524 3.04540 -8.82610
O: -6.31509 2.88568 -10.00513
O: -5.32139 2.60914 -7.99955
H: -5.37943 2.65642 -4.62240
H: -5.47295 1.27891 -5.72981
H: -3.97626 2.19456 -5.58412
H: -4.96430 4.13623 -6.67570
H: -7.31476 4.33475 -6.15444
H: -7.58947 2.59285 -6.41052
C: 3.80848 13.29778 -1.68471
C: 4.51721 12.36452 -0.73798
C: 3.74568 11.11705 -0.35741
O: 4.23785 10.85138 0.96415
C: 4.66132 12.02316 1.50150
O: 4.94420 12.17137 2.64633
O: 4.70481 12.98241 0.55233
H: 3.51867 12.76349 -2.58986
H: 2.91585 13.70922 -1.21261
H: 4.45342 14.12902 -1.96643
H: 5.50747 12.10119 -1.11865
H: 3.93864 10.26315 -1.00181
H: 2.66957 11.29549 -0.30012
C: -2.35417 -11.01123 5.81739
C: -2.86020 -11.61914 4.53423
C: -2.73717 -13.12542 4.42968
O: -2.57315 -13.32448 3.02241
C: -2.03257 -12.18949 2.50022
O: -1.60161 -12.09626 1.39806
O: -2.05569 -11.19972 3.42053
H: -2.85422 -11.46855 6.67251
H: -1.27801 -11.16191 5.90744
H: -2.54114 -9.93872 5.83904
H: -3.88785 -11.30248 4.33394
H: -3.61530 -13.66297 4.77909
H: -1.84741 -13.49801 4.94395
C: -0.55810 -3.15001 -7.29799
C: 0.48323 -2.11366 -6.96190
C: 1.72884 -2.64050 -6.27644
O: 2.13252 -1.52688 -5.47568
C: 1.03277 -0.77975 -5.20984
O: 0.99275 0.09854 -4.41273
O: -0.00934 -1.19213 -5.97320
H: -0.11901 -3.93929 -7.90927
H: -0.96125 -3.58933 -6.38511
H: -1.38497 -2.70533 -7.85044
H: 0.75163 -1.53001 -7.84717
H: 2.52824 -2.91084 -6.96148
H: 1.50705 -3.48454 -5.61801
C: -6.87923 -0.22960 -0.44000
C: -6.35676 -1.15433 0.62866
C: -7.26481 -2.31227 0.99045
O: -6.97713 -2.52033 2.37619
C: -6.53158 -1.34689 2.88865
O: -6.40177 -1.12040 4.04879
O: -6.27906 -0.46646 1.89397
H: -7.12956 -0.78201 -1.34669
H: -7.77574 0.27318 -0.07068
H: -6.15473 0.53683 -0.70198
H: -5.35401 -1.51779 0.38769
H: -7.06363 -3.22063 0.42837
H: -8.32057 -2.04404 0.89366

Output
E_LUMO, eV: 1.4
Charge: -1
Energy relative to the best compared isomer or geometry (same formula, charge and spin), eV: 0.349
HOMO energy, hartree: -0.0873
2S+1: 1